Computed, not measured: a molecular structure, C44H51F6N6O4PPb, with ωB97M-V/def2-TZVPD.

Last column: Löwdin charge in e.
Cartesian coordinates (Å):
Pb1 1.263565 -1.047698 0.945662  1.393
C1 -4.086641 -1.464896 3.776226  -0.044
N1 -2.647439 -1.681683 3.675091  -0.135
C2 -1.859849 -1.544224 4.896776  -0.023
C3 -2.023121 -1.931477 2.502540  -0.438
O1 -0.814623 -2.101216 2.416460  -0.078
C4 -2.914115 -1.965303 1.256596  -0.109
O2 -2.288639 -2.538938 0.140082  -0.136
C5 -2.130798 -3.930152 0.223056  -0.117
C6 -0.842159 -4.340220 -0.490991  -0.410
O3 -0.006273 -3.513563 -0.797620  0.011
N2 -0.699037 -5.670724 -0.760139  -0.144
C7 0.499724 -6.123878 -1.446635  -0.032
C8 -1.605615 -6.720897 -0.335370  -0.049
H1 -4.323285 -1.245354 4.813831  0.089
H2 -4.417166 -0.619153 3.169570  0.090
H3 -4.654954 -2.350045 3.486863  0.088
H4 -2.232959 -2.230293 5.658009  0.092
H5 -0.824112 -1.773862 4.677230  0.088
H6 -1.924819 -0.522414 5.276577  0.089
H7 -3.857332 -2.470696 1.483383  0.121
H8 -3.141516 -0.933060 0.977578  0.140
H9 -2.075561 -4.260613 1.266112  0.143
H10 -2.988308 -4.417116 -0.248616  0.126
H11 1.228487 -5.321101 -1.461109  0.085
H12 0.916945 -6.987683 -0.926501  0.089
H13 0.268277 -6.411279 -2.475758  0.092
H14 -2.552221 -6.323045 0.014534  0.072
H15 -1.807986 -7.391035 -1.172729  0.093
H16 -1.163478 -7.312615 0.470925  0.095
N3 2.037495 0.095631 -1.343229  0.046
C9 2.005660 -0.802824 -2.417105  -0.263
C10 3.133169 -1.284384 -3.027710  -0.026
C11 3.042726 -2.276378 -4.031289  -0.074
C12 1.833879 -2.801207 -4.390514  -0.047
C13 0.656105 -2.340388 -3.751299  -0.160
C14 -0.618623 -2.912538 -3.965173  -0.014
C15 -1.686037 -2.472802 -3.237220  -0.050
C16 -1.502221 -1.383553 -2.354572  -0.182
N4 -0.351060 -0.800154 -2.162638  0.110
C17 0.734466 -1.308300 -2.798568  -0.188
H17 2.903409 0.603956 -1.227532  0.089
H18 1.228369 0.709930 -1.319497  0.040
H19 4.103892 -0.898237 -2.733663  0.114
H20 3.950904 -2.629477 -4.502870  0.103
H21 1.762127 -3.579318 -5.141949  0.108
H22 -0.723643 -3.715420 -4.686847  0.116
H23 -2.658457 -2.940697 -3.322508  0.107
H24 -2.341226 -0.970795 -1.798688  0.082
N5 -2.520715 3.189021 -0.660809  -0.126
P1 -1.642509 1.984404 -1.574412  1.093
C18 -2.320765 2.496333 -3.220102  -0.367
C19 -3.033193 1.562164 -3.967978  -0.100
C20 -3.555344 1.890992 -5.215496  -0.085
C21 -3.369034 3.164759 -5.729188  -0.090
C22 -2.668684 4.112250 -4.988683  -0.082
C23 -2.146350 3.777905 -3.749072  -0.104
C24 0.014639 2.765573 -1.743039  -0.383
C25 0.762325 2.563045 -2.906226  -0.129
C26 2.048662 3.068496 -3.017499  -0.089
C27 2.607298 3.783598 -1.964660  -0.082
C28 1.877300 3.977809 -0.800078  -0.071
C29 0.591174 3.462278 -0.683021  -0.093
C30 -2.782362 3.013237 0.686544  -0.405
C31 -3.690259 3.838238 1.368835  -0.027
C32 -3.886730 3.626500 2.715130  -0.086
C33 -3.184520 2.615975 3.367280  -0.093
C34 -2.307653 1.860802 2.611083  -0.169
N6 -2.112744 2.042774 1.305202  0.106
H25 -2.996854 3.947177 -1.119913  0.092
H26 -3.177443 0.563091 -3.573442  0.081
H27 -4.099459 1.147880 -5.786534  0.102
H28 -3.762199 3.421466 -6.705370  0.101
H29 -2.516395 5.107571 -5.388638  0.103
H30 -1.583483 4.519245 -3.190437  0.110
H31 0.332873 2.007048 -3.733781  0.111
H32 2.615380 2.907919 -3.927099  0.105
H33 3.609864 4.184235 -2.051243  0.103
H34 2.312825 4.534050 0.020796  0.084
H35 0.035942 3.584773 0.240934  0.064
H36 -4.221180 4.621770 0.841628  0.106
H37 -4.588180 4.246703 3.259846  0.105
H38 -3.297918 2.442411 4.429177  0.096
H39 -1.703683 1.079918 3.069832  0.095
C35 4.422168 -2.539483 0.420838  0.004
C36 4.443290 -1.530647 1.580213  -0.507
O4 3.228723 -1.131900 2.021793  -0.339
C37 5.193944 -2.201620 2.762754  -0.561
F1 5.389753 -1.365597 3.788918  0.160
F2 6.401228 -2.699606 2.421093  0.133
F3 4.466772 -3.237270 3.218326  0.144
C38 5.245274 -0.286541 1.114017  -0.545
F4 5.267958 0.691157 2.017480  0.165
F5 4.665447 0.231267 -0.004392  0.104
F6 6.520549 -0.559651 0.779902  0.147
H40 3.811827 -3.391618 0.719887  0.096
H41 5.421639 -2.883840 0.160260  0.095
H42 3.963077 -2.076473 -0.451968  0.059
C39 2.876609 3.796731 2.862138  -0.041
C40 1.426511 3.352047 3.110419  -0.616
C41 1.234678 3.065937 4.608850  -0.051
C42 0.453854 4.452985 2.674465  -0.045
C43 1.183519 2.105382 2.363274  -0.172
C44 1.032361 1.052023 1.774800  -0.183
H43 3.091955 4.712634 3.420788  0.086
H44 3.044075 3.984478 1.799795  0.058
H45 3.571793 3.017528 3.177579  0.087
H46 1.472043 3.956646 5.197234  0.082
H47 1.886475 2.250207 4.924743  0.088
H48 0.200940 2.777538 4.812185  0.075
H49 0.623330 5.353433 3.271243  0.088
H50 -0.581942 4.134099 2.811508  0.072
H51 0.595598 4.709930 1.623535  0.055

Atoms 1-3, force components in eV/Å:
Pb 0.102 -0.357 -0.147
C 0.099 0.050 -0.050
N -0.037 0.005 0.097

## Properties
- E (eV) = -94428.8774
- HOMO-LUMO gap (eV) = 7.83
- highest occupied orbital energy (eV) = -7.552
- ΔE to the lowest compared entry with this formula, charge and spin (kcal per mole) = 5.5